No. 1
17
Properties=species:S:1:pos:R:3:forces:R:3 method="wB97M-V/def2-TZVPD" energy_ev=-22209.4493 relative_energy_kj_mol=61.3 charge=-2 orbital_gap_ev=5.85
C 1.211454 1.629826 0.763099 -2.7 -1.0 2.6
C -0.152944 -1.842515 -0.570239 1.9 -0.4 -0.3
C 1.757964 0.723021 -0.234534 2.4 -1.2 -4.1
N -0.200671 -0.456295 -0.715942 -2.8 2.6 -0.3
O -2.023669 -0.033958 1.289288 0.8 -0.5 -0.3
O -1.834183 1.596105 -0.669889 -0.3 0.2 0.0
O -2.834323 -0.824924 -1.008331 -0.1 0.3 -0.1
O 2.800218 0.001107 -0.142162 -1.9 0.8 0.9
P -1.798133 0.113620 -0.438765 1.8 -0.6 0.2
H 0.062352 1.754445 0.529696 2.3 0.5 0.2
H 1.867220 2.510736 0.771880 -0.5 0.2 0.0
H 1.221733 1.128588 1.822474 0.3 0.9 -1.7
H -0.104757 -2.006138 0.502530 0.6 -1.4 0.8
H -0.918829 -2.499250 -0.950403 -1.0 0.1 -0.4
H 0.753481 -2.118361 -1.150451 0.2 -0.7 0.9
H 1.601254 1.079927 -1.338308 -0.4 -0.4 1.8
H -1.408164 -0.755932 1.540059 -0.6 0.6 -0.2

---

No. 2
18
Properties=species:S:1:pos:R:3:forces:R:3 method="wB97M-V/def2-TZVPD" energy_ev=-24252.2330 relative_energy_kj_mol=437.8 charge=0 orbital_gap_ev="8.24 / 8.24"
C 2.504515 -0.552779 -0.149284 1.3 0.3 3.1
C -1.588233 -0.463863 -1.799415 -5.1 -0.5 -0.3
C -1.312234 0.941860 1.569720 1.3 -2.6 0.6
N -0.141789 1.649336 1.190791 -0.6 3.1 -1.3
O 0.954519 1.487094 1.662632 0.8 -1.1 1.1
O -0.312260 2.526716 0.318345 -0.3 -0.7 0.3
O 0.153512 -2.208375 1.058682 0.7 1.0 0.1
O 1.174720 -0.378736 -0.625917 -2.0 -0.6 0.8
O -1.174619 -1.379176 -0.820315 0.8 1.0 1.1
P -0.045891 -1.027542 0.210170 -1.0 -0.2 0.9
H 3.148054 -0.327902 -0.955770 0.5 0.0 -1.1
H 2.715631 -1.629988 0.235210 -0.6 2.0 -0.5
H 2.743553 0.292672 0.638722 -0.6 -2.1 -1.2
H -2.814978 -0.419575 -1.761181 3.2 0.1 0.0
H -1.326214 -0.987292 -2.637845 0.1 -1.1 -2.8
H -1.203477 0.501470 -1.970928 0.9 1.3 1.2
H -1.267480 0.509912 2.642672 -0.1 0.8 -2.1
H -2.207327 1.466168 1.193712 0.6 -0.8 0.1

---

No. 3
14
Properties=species:S:1:pos:R:3:forces:R:3 method="wB97M-V/def2-TZVPD" energy_ev=-16064.0646 relative_energy_kj_mol=288.4 charge=0 orbital_gap_ev=8.09
C -0.055532 -2.193709 -0.578141 -0.4 -1.9 -2.1
C -0.632323 -0.955825 -1.242496 0.8 1.1 -0.9
P -0.842449 0.378057 -0.186027 -0.1 -0.3 0.9
C 0.015569 1.813703 1.090558 2.7 -3.0 -2.2
N 1.379374 1.844382 0.985714 -0.8 2.9 1.0
O -0.543326 2.588838 1.760452 -2.7 2.0 1.4
H -0.542559 -2.631135 0.319522 0.1 0.8 -0.4
H -0.085966 -3.047900 -1.369849 0.0 1.3 1.3
H 0.984760 -2.011306 -0.407759 0.8 -0.4 0.5
H -0.228000 -0.713959 -2.289879 -0.5 -0.4 1.6
H -1.640728 -0.280750 0.740011 -0.2 0.5 0.7
H -1.557517 1.378961 -0.775764 -0.6 0.5 -0.5
H 1.901308 1.121003 0.638466 1.3 -1.8 -1.2
H 1.847390 2.709639 1.315192 -0.4 -1.2 -0.1

---

No. 4
15
Properties=species:S:1:pos:R:3:forces:R:3 method="wB97M-V/def2-TZVPD" energy_ev=-26898.9114 relative_energy_kj_mol=227.6 charge=0 orbital_gap_ev=7.88
O -2.662102 -0.911183 0.115595 -0.3 2.5 0.0
C -1.261599 -0.832181 0.010249 -0.5 -0.3 0.3
C -0.577136 0.124359 -0.994534 -0.5 -0.5 -0.5
N 0.212064 0.711404 0.054959 3.4 -0.5 0.6
P 2.150883 0.486718 -0.054975 -0.3 -1.2 2.0
S 3.950114 -0.551493 0.147345 -2.6 0.3 0.2
C -0.452663 -0.117255 1.119000 0.0 0.4 -1.0
H -2.974544 0.044051 0.066893 0.2 -1.8 0.2
H -0.975451 -1.855965 -0.082649 0.5 -0.7 -0.5
H -0.041648 -0.472160 -1.672222 1.1 -0.9 -1.0
H -0.990861 0.867307 -1.684382 -1.0 0.0 0.6
H 2.107557 1.605210 0.665990 0.7 1.2 1.6
H 2.413927 1.048015 -1.185605 -0.3 1.3 -3.2
H -1.161738 0.420840 1.704528 -0.3 1.0 0.6
H 0.263202 -0.567665 1.789815 -0.1 -0.8 0.1

---

No. 5
14
Properties=species:S:1:pos:R:3:forces:R:3 method="wB97M-V/def2-TZVPD" spin_multiplicity=2 energy_ev=-17610.8040 relative_energy_kj_mol=69.3 charge=0 orbital_gap_ev="10.04 / 7.35"
C 0.533719 0.010779 0.082099 -0.6 -1.0 1.0
C 0.026775 -0.936561 1.198709 -0.3 0.4 -0.6
S 1.239439 -1.073470 2.525984 0.2 0.0 0.4
N -0.347236 0.018808 -1.076889 0.7 0.2 -0.4
C -0.892766 1.326793 -1.443508 0.0 -0.9 0.7
O -0.984530 1.574999 -2.733383 0.1 0.3 -0.4
H 1.538849 -0.331735 -0.172314 0.1 0.5 0.0
H 0.508493 0.959865 0.608530 0.6 0.6 -0.4
H -0.869564 -0.466801 1.611497 -0.1 -0.4 0.0
H -0.210166 -1.918000 0.802481 -0.1 0.0 0.0
H 1.530311 -2.370035 2.382707 0.0 0.0 -0.1
H 0.222572 -0.265688 -1.864441 -0.3 -0.2 -0.2
H -0.374939 2.113057 -0.869923 0.1 0.4 -0.2
H -1.920956 1.357989 -1.051549 -0.5 0.3 0.1

---

No. 6
14
Properties=species:S:1:pos:R:3:forces:R:3 method="wB97M-V/def2-TZVPD" energy_ev=-17605.4749 relative_energy_kj_mol=92.4 charge=+1 orbital_gap_ev=9.31
N 1.657046 -0.373861 -1.356332 -2.8 1.7 0.7
C 0.288762 -0.015278 -0.619444 -0.4 1.1 -1.1
C 0.417479 1.536037 -0.192970 -2.8 -0.8 -0.5
O 1.275348 2.259292 -0.593158 0.4 -0.6 0.4
C -0.080455 -0.971425 0.510273 1.7 -1.2 0.9
S -1.837468 -0.959218 1.102863 0.7 0.0 0.2
H 1.890055 -1.312915 -1.160548 0.7 -1.3 0.2
H 1.495903 -0.229133 -2.365406 0.6 0.0 0.5
H 2.279087 0.315125 -0.941038 0.8 0.1 -0.5
H -0.470952 -0.082394 -1.443275 0.5 0.3 0.8
H -0.570819 1.887014 0.327967 1.8 -0.4 -0.4
H 0.242772 -2.020685 0.178677 -0.7 1.3 0.6
H 0.558441 -0.682120 1.384637 -0.5 -0.5 -0.6
H -1.581828 -1.280722 2.425604 0.1 0.3 -1.1